{"formula": "C21H32N4O4S", "method": "ωB97M-V/def2-TZVPD", "smiles": "CCCCN(C)CCNC(=O)c1c[nH]c2ccc(S(=O)(=O)N(CC)CC)cc2c1=O", "lumo_energy_ha": -0.0067, "de_lowest_kcal_mol": 1.4, "energy_ev": -47282.80076, "species": ["C", "C", "C", "C", "N", "C", "C", "C", "N", "C", "O", "C", "C", "N", "C", "C", "C", "C", "S", "O", "O", "N", "C", "C", "C", "C", "C", "C", "C", "O", "H", "H", "H", "H", "H", "H", "H", "H", "H", "H", "H", "H", "H", "H", "H", "H", "H", "H", "H", "H", "H", "H", "H", "H", "H", "H", "H", "H", "H", "H", "H", "H"], "positions_angstrom": [[-6.415, 5.239, -3.175], [-5.176, 5.472, -4.029], [-3.895, 5.291, -3.218], [-2.651, 5.523, -4.072], [-1.432, 5.463, -3.285], [-0.308, 6.084, -3.950], [-1.133, 4.134, -2.778], [-1.318, 4.086, -1.251], [-1.081, 2.763, -0.731], [-2.068, 1.864, -0.603], [-3.248, 2.104, -0.812], [-1.632, 0.505, -0.138], [-2.629, -0.378, 0.134], [-2.412, -1.639, 0.557], [-1.143, -2.127, 0.717], [-0.930, -3.444, 1.142], [0.353, -3.917, 1.293], [1.435, -3.089, 1.009], [3.096, -3.724, 1.276], [4.009, -2.942, 0.502], [3.061, -5.146, 1.094], [3.390, -3.428, 2.878], [3.593, -2.040, 3.242], [5.069, -1.666, 3.168], [2.834, -4.338, 3.849], [3.829, -4.656, 4.961], [1.244, -1.798, 0.583], [-0.050, -1.288, 0.440], [-0.240, 0.110, 0.012], [0.723, 0.847, -0.186], [-6.453, 5.954, -2.357], [-6.399, 4.238, -2.751], [-7.319, 5.349, -3.770], [-5.175, 4.770, -4.866], [-5.205, 6.482, -4.447], [-3.883, 4.285, -2.797], [-3.882, 6.003, -2.390], [-2.634, 4.797, -4.906], [-2.710, 6.524, -4.509], [0.549, 6.082, -3.278], [-0.023, 5.578, -4.886], [-0.557, 7.119, -4.181], [-0.101, 3.853, -3.015], [-1.790, 3.381, -3.229], [-2.343, 4.365, -1.004], [-0.631, 4.787, -0.775], [-0.126, 2.430, -0.625], [-3.656, -0.060, 0.011], [-3.193, -2.251, 0.749], [-1.779, -4.081, 1.343], [0.547, -4.930, 1.605], [3.205, -1.883, 4.252], [3.023, -1.404, 2.557], [5.651, -2.280, 3.850], [5.202, -0.619, 3.428], [5.425, -1.832, 2.156], [2.603, -5.251, 3.299], [1.905, -3.933, 4.278], [4.744, -5.052, 4.530], [3.405, -5.398, 5.632], [4.070, -3.765, 5.535], [2.086, -1.171, 0.331]], "lowdin_charge": [-0.12, -0.28, -0.21, -0.22, -0.24, -0.11, -0.18, -0.15, 0.08, -0.46, 0.04, -0.03, 0.01, 0.10, -0.17, 0.01, -0.04, -0.24, 0.67, -0.26, -0.28, -0.26, -0.25, -0.07, -0.27, -0.07, 0.02, -0.05, -0.30, 0.05, 0.07, 0.07, 0.07, 0.11, 0.11, 0.10, 0.12, 0.13, 0.12, 0.08, 0.09, 0.08, 0.12, 0.12, 0.11, 0.12, 0.11, 0.14, 0.16, 0.12, 0.12, 0.12, 0.10, 0.07, 0.08, 0.06, 0.10, 0.12, 0.08, 0.07, 0.07, 0.13]}